Computed, not measured: the molecule C14H22FNO, with ωB97M-V with the def2-TZVPD basis set.

```
39
C14H22FNO (ωB97M-V with the def2-TZVPD basis set)
C -0.937 -2.222 -0.558
H -1.919 -2.028 -0.132
H -0.193 -2.108 0.228
H -0.903 -3.248 -0.914
C -0.663 -1.244 -1.706
N -0.863 0.092 -1.147
H -0.335 0.149 -0.286
C -0.568 1.254 -1.970
H -1.357 1.998 -1.790
C 0.799 1.911 -1.710
C 0.783 2.963 -0.596
C 0.308 2.421 0.750
H 0.420 3.194 1.523
H -0.749 2.134 0.689
O 1.100 1.294 1.074
C 0.738 0.512 2.119
C 1.429 -0.698 2.265
C 1.152 -1.585 3.280
C 0.155 -1.279 4.193
C -0.541 -0.092 4.070
C -0.258 0.798 3.047
H -0.814 1.719 2.976
H -1.318 0.154 4.778
H -0.073 -1.967 4.991
H 1.714 -2.504 3.342
F 2.390 -1.003 1.364
H 1.795 3.355 -0.477
H 0.126 3.790 -0.874
H 1.141 2.403 -2.623
H 1.527 1.141 -1.454
H -0.636 0.969 -3.020
C 0.757 -1.489 -2.240
H 1.490 -1.340 -1.449
H 0.988 -0.815 -3.062
H 0.848 -2.511 -2.601
C -1.691 -1.483 -2.817
H -2.684 -1.227 -2.456
H -1.477 -0.880 -3.695
H -1.682 -2.528 -3.115
```

net charge	0
LUMO energy	0.89	eV
SMILES	CC(C)(C)NCCCCOc1ccccc1F
HOMO level	-8.400	eV
frontier orbital gap	9.292	eV

Results of the Mulliken charge analysis, in e, for atoms 1 through 6:
1 C -1.64
2 H 0.38
3 H 0.27
4 H 0.48
5 C 1.76
6 N -0.21